1.
The following is a quantum chemistry calculation of a molecular structure, C17H12BrFN4O2Zr at a distorted geometry, from the OMol25 dataset.

Geometry as XYZ:
```
38
Properties=species:S:1:pos:R:3:forces:R:3
C -3.648421 1.747754 -1.338470 -0.1 0.3 -0.2
H 3.306997 3.929721 0.384708 0.0 0.0 0.0
C -2.531108 -0.461811 -1.288611 0.3 -0.2 0.0
H 2.784492 -1.732220 0.922588 0.0 0.1 0.0
H -0.569124 3.280565 0.307696 0.1 0.0 0.1
N -1.379488 -1.117586 -0.747890 -0.4 0.1 0.3
N -1.414400 1.559722 -0.477017 -0.4 0.1 -0.3
H 2.822448 1.833210 4.126511 0.0 0.0 0.0
N 1.361790 1.310736 1.140024 0.1 0.1 0.0
C -0.258554 -2.862514 0.468815 -0.1 0.1 -0.2
C 1.701057 1.176432 2.429441 0.0 -0.1 -0.1
N 0.759482 -1.986931 0.580378 -0.1 -0.1 -0.2
C 1.944276 2.299395 0.426553 -0.1 -0.2 -0.1
C -0.116228 -4.216155 0.632432 0.0 -0.2 0.0
H -2.502023 4.714950 -0.180296 0.0 0.0 0.0
C -3.656258 3.100430 -1.027536 -0.1 0.1 0.0
H -4.531980 3.703892 -1.227538 0.0 0.0 0.0
C 2.590828 1.988732 3.082064 0.2 0.2 0.0
C -1.566894 -2.164634 0.186509 -0.4 -0.3 -0.3
C -2.515513 1.026515 -1.062468 0.1 -0.2 0.0
H 1.659540 2.373070 -0.613663 0.0 0.0 -0.1
C -2.532735 3.666541 -0.442712 -0.1 0.1 0.0
C 1.166378 -4.697034 0.860073 0.0 -0.1 0.0
H -0.977104 -4.867422 0.559788 0.0 0.0 0.0
C 2.855171 3.155982 0.989319 0.1 0.1 0.1
C 2.229584 -3.807959 0.947107 0.1 -0.1 0.0
Br 0.878352 -0.275279 3.331971 0.2 0.0 0.2
H -4.491744 1.241500 -1.787535 0.0 0.0 0.0
O -3.414177 -1.015978 -1.857060 -0.1 -0.1 0.0
O -2.529510 -2.298663 0.901315 0.0 -0.3 -0.3
H 3.238679 -4.155867 1.116786 0.0 0.0 0.0
C -1.445041 2.869881 -0.170857 0.2 -0.2 -0.1
F -1.692103 0.485515 1.998434 -0.3 -0.1 0.2
H 1.335183 -5.760356 0.967295 0.0 0.0 0.0
H 3.887039 3.671492 2.805325 0.0 0.0 0.0
Zr -0.422791 -0.031229 0.728541 0.9 0.9 0.9
C 1.989156 -2.457437 0.825849 0.0 0.1 0.0
C 3.175808 3.004282 2.334480 0.1 0.0 0.1
```
Positions in Å, forces in eV/Å.

The net charge is +2.

2.
The following is a quantum chemistry calculation of a molecular structure, C17H12Cl3F3NO6Rb, from the OMol25 dataset.

Geometry as XYZ:
```
43
Properties=species:S:1:pos:R:3:forces:R:3
O 3.934184 -0.060733 -1.026491 0.0 0.2 0.0
H -1.808675 -3.134899 -0.324258 0.0 0.0 0.0
C 0.981271 -0.377797 3.614122 0.0 -0.1 0.0
C -3.646204 -0.544122 -1.723873 0.1 -0.1 0.0
Cl 0.654244 -0.177285 1.903157 -0.2 0.3 0.3
N 1.835858 1.674316 -0.994209 0.1 0.0 0.0
C 4.253462 1.142909 -1.044831 0.1 -0.1 0.1
O 1.684400 -3.971484 -0.860131 0.2 -0.6 0.1
C -2.948165 -0.834390 0.551257 0.0 -0.1 0.0
H -4.705987 2.070384 0.175761 0.0 0.0 0.0
H -2.442909 -1.403369 1.325975 0.0 0.0 0.0
Rb 1.056917 -1.435985 -0.869827 0.3 0.1 -0.5
C -2.301432 -2.560641 -1.102052 0.0 0.0 0.0
C 3.320549 3.526781 -0.955994 0.1 -0.1 0.0
F 2.248332 -5.117715 2.413625 0.1 -0.1 0.0
H -2.305376 -2.958382 -2.106532 0.0 0.0 0.0
H -4.733445 1.199233 -2.188575 0.0 0.0 0.0
H 2.426939 5.475705 -0.858862 0.0 0.0 0.0
H -3.464255 0.691615 1.905661 0.0 0.0 0.0
C 2.157116 -4.773074 -0.029079 0.1 -0.1 -0.3
C -4.227485 0.649151 -1.401374 0.0 0.1 0.0
O 5.381364 1.685554 -1.082453 -0.2 -0.1 0.0
C -2.930078 -1.387388 -0.793325 -0.1 0.1 0.1
C 2.257739 4.405099 -0.896199 -0.1 0.0 0.0
C 0.815714 2.524663 -0.938383 -0.1 0.1 0.0
C -0.530558 1.851111 -0.927288 0.4 0.0 0.0
Cl -3.742155 -1.066180 -3.406929 0.0 0.0 0.0
H 1.671310 -1.200349 3.736078 0.1 -0.1 0.0
C 3.074748 2.151628 -0.997004 -0.1 0.0 0.0
C -3.523629 0.359842 0.872105 0.0 0.1 0.0
C 1.916198 -4.260463 1.435122 0.0 0.1 0.0
C 0.961200 3.901008 -0.879891 0.1 0.0 0.0
H 0.092638 4.541456 -0.822048 0.0 0.0 0.0
O -0.648922 0.673094 -1.137850 -0.4 0.1 0.0
O 2.780477 -5.830101 -0.153067 -0.2 0.2 0.2
H 4.355726 3.840081 -0.971235 0.0 0.0 0.0
C -4.163929 1.172362 -0.096738 0.1 -0.1 0.0
O -1.531516 2.669690 -0.649414 -0.4 0.2 0.1
H 1.389621 0.544930 3.997238 0.0 0.1 0.0
F 2.630559 -3.124557 1.664222 0.0 0.0 0.1
F 0.626629 -3.920968 1.652357 -0.1 0.0 0.0
Cl -0.483909 -0.749564 4.551789 0.0 0.0 0.0
H -2.368585 2.138841 -0.560541 0.0 0.0 0.0
```
Positions in Å, forces in eV/Å.

The net charge is -2.

Number 1: HOMO-LUMO gap 8.5 eV, energy -3745.05165 a.u.. Number 2: HOMO-LUMO gap 4.6 eV, energy -2865.64244 a.u..